This record from the Open Molecules 2025 dataset describes a molecular structure, C37H49BrN2O4SZn. The level of theory is wB97M-V/def2-TZVPD.

```
! RIJCOSX wB97M-V def2-TZVPD def2/J DEFGRID3
* xyz -1 2
Zn 0.964 -1.615 -1.139
C -5.448 1.938 1.647
C -4.512 0.957 2.364
C -5.346 -0.162 3.005
C -3.802 1.730 3.480
C -3.547 0.320 1.376
C -2.184 0.262 1.598
C -1.354 -0.400 0.713
N 0.012 -0.521 1.089
C 0.822 0.651 1.258
C 0.899 1.275 2.482
C 1.801 2.308 2.691
C 2.620 2.657 1.620
C 2.588 2.034 0.383
C 1.665 0.973 0.165
O 1.602 0.286 -0.931
C 3.648 2.311 -0.680
C 4.561 1.076 -0.703
C 3.007 2.517 -2.056
C 4.505 3.547 -0.387
C 1.898 2.942 4.072
C 2.109 1.839 5.121
C 3.070 3.920 4.190
C 0.600 3.697 4.386
C -1.810 -1.009 -0.484
O -0.975 -1.533 -1.324
C -3.221 -1.010 -0.668
C -4.022 -0.351 0.252
C -3.943 -1.796 -1.765
C -4.761 -2.907 -1.086
C -3.018 -2.462 -2.784
C -4.891 -0.876 -2.550
H -6.138 2.389 2.360
H -4.869 2.728 1.174
H -6.032 1.437 0.879
H -6.029 0.244 3.750
H -5.929 -0.688 2.253
H -4.695 -0.886 3.492
H -4.544 2.197 4.127
H -3.193 1.073 4.097
H -3.170 2.513 3.066
H -1.738 0.699 2.475
H 0.267 0.915 3.280
H 3.349 3.433 1.776
H 3.981 0.195 -0.966
H 5.370 1.196 -1.423
H 4.998 0.911 0.281
H 2.378 1.669 -2.301
H 2.398 3.420 -2.054
H 3.777 2.623 -2.819
H 5.104 3.416 0.513
H 5.185 3.711 -1.222
H 3.889 4.440 -0.278
H 2.995 1.255 4.880
H 2.236 2.278 6.110
H 1.261 1.162 5.160
H 4.012 3.421 3.978
H 2.955 4.760 3.509
H 3.115 4.312 5.205
H -0.257 3.035 4.310
H 0.627 4.107 5.395
H 0.462 4.515 3.683
H -5.091 -0.374 0.095
H -4.102 -3.567 -0.529
H -5.490 -2.494 -0.393
H -5.293 -3.497 -1.831
H -2.326 -3.145 -2.303
H -3.614 -3.020 -3.509
H -2.440 -1.713 -3.316
H -5.646 -0.429 -1.909
H -4.326 -0.076 -3.024
H -5.403 -1.444 -3.326
N 0.088 -2.195 -5.869
C 0.497 -2.419 -4.482
C -0.050 -3.762 -3.993
O -0.654 -4.452 -4.960
O 0.079 -4.164 -2.875
H 0.856 -1.847 -6.430
H -0.665 -1.518 -5.917
H -0.608 -3.876 -5.763
H 0.158 -1.654 -3.779
H 1.582 -2.478 -4.389
S 2.037 -2.149 1.707
C 0.607 -1.686 1.089
Br 6.639 -4.713 -2.846
C 4.972 -3.855 -2.443
C 4.065 -4.498 -1.628
C 2.868 -3.862 -1.335
C 2.554 -2.601 -1.834
C 3.502 -2.001 -2.663
C 4.708 -2.610 -2.974
H 4.291 -5.471 -1.215
H 2.161 -4.374 -0.698
H 3.312 -1.021 -3.081
H 5.431 -2.113 -3.606
*
```

Results
**Maximum force**: 1.8 eV/Å
**Kohn-Sham gap (spin up / spin down)**: 0.2605 / 0.2397 Eh
**Total energy**: -179633.24182 eV
**E_LUMO (spin up / spin down)**: 2.315 / 1.758 eV
**⟨S²⟩**: 0.76

Partial charges, Mulliken, in e: 1.0376, -1.8324, 2.1644, -1.7408, -2.1755, 0.1530, -0.4420, 0.1608, 0.9984, -0.7557, -0.6743, -0.7653, 0.5678, -1.0173, 0.9790, -1.5814, 2.5669, -1.3058, -1.7819, -2.3684, 2.1431, -1.6617, -2.2689, -1.5818, 0.3634, -1.6401, -0.0236, -0.7454, 2.8168, -1.8173, -2.4449, -1.9124, 0.4756, 0.3960, 0.3125, 0.4681, 0.3544, 0.3364, 0.5196, 0.3530, 0.4408, -0.1175, 0.5305, 0.5567, 0.0490, 0.4256, 0.3013, 0.1423, 0.3814, 0.4625, 0.3943, 0.4740, 0.4198, 0.3525, 0.4382, 0.3732, 0.4492, 0.3685, 0.4429, 0.2571, 0.4635, 0.3416, 0.2606, 0.3387, 0.3671, 0.4814, 0.3687, 0.5908, 0.3440, 0.3259, 0.3967, 0.4729, -0.7667, 0.3551, 0.3888, -0.5992, -0.4134, 0.2366, 0.2226, 0.4244, -0.0354, 0.3185, -0.2086, 0.0712, -0.2583, 0.0007, -0.6004, 0.5774, -1.1131, 0.4983, -0.5168, 0.4149, 0.5053, 0.5361, 0.4376

=====

This record from the Open Molecules 2025 dataset describes a molecular structure, C37H49F11O34Si2. The level of theory is wB97M-V/def2-TZVPD.

```
! RIJCOSX wB97M-V def2-TZVPD def2/J DEFGRID3
* xyz 0 1
C 1.723 1.837 2.161
C 1.589 2.327 0.720
O 0.678 1.494 0.012
C -0.157 2.133 -0.940
C -1.628 2.124 -0.488
O -2.283 3.359 -0.698
C -1.864 4.406 0.156
C -3.072 4.991 0.877
O -3.811 3.942 1.458
C -5.220 3.942 1.275
Si -5.768 2.269 0.631
O -5.738 1.148 1.859
Si -4.545 0.141 2.339
F -3.559 0.895 3.350
H 1.297 0.837 2.241
H 2.772 1.802 2.449
H 1.191 2.489 2.855
H 1.245 3.365 0.692
H 2.565 2.292 0.218
H -0.051 1.596 -1.887
H 0.160 3.165 -1.116
H -1.662 1.841 0.571
H -2.205 1.393 -1.055
H -1.383 5.190 -0.441
H -1.146 4.041 0.900
H -2.720 5.670 1.665
H -3.682 5.574 0.179
H -5.561 4.740 0.604
H -5.710 4.125 2.242
H -7.171 2.382 0.181
H -4.903 1.810 -0.473
H -5.147 -0.980 3.073
H -3.735 -0.291 1.187
C -9.081 -1.547 -2.136
C -8.269 -0.888 -1.038
O -7.758 0.264 -1.683
C -8.603 0.594 -2.692
O -8.583 1.628 -3.278
O -9.468 -0.412 -2.926
F -7.234 -1.652 -0.616
H -8.451 -2.206 -2.733
H -9.957 -2.081 -1.794
H -8.846 -0.576 -0.164
C -8.394 -6.012 -4.857
C -9.471 -7.006 -4.460
O -10.056 -6.383 -3.333
C -9.848 -5.044 -3.435
O -10.380 -4.223 -2.761
O -8.959 -4.777 -4.411
F -8.961 -8.209 -4.099
H -7.475 -6.195 -4.304
H -8.201 -5.986 -5.925
H -10.241 -7.175 -5.213
C -6.575 -8.344 -1.180
C -5.854 -7.614 -0.061
O -5.423 -6.426 -0.700
C -6.257 -6.177 -1.740
O -6.323 -5.155 -2.339
O -7.027 -7.260 -1.994
F -4.778 -8.296 0.390
H -5.872 -8.957 -1.746
H -7.420 -8.943 -0.856
H -6.482 -7.348 0.792
C -9.279 2.619 -6.228
C -8.106 3.228 -6.972
O -8.200 2.616 -8.243
C -9.499 2.255 -8.450
O -9.946 1.920 -9.495
O -10.194 2.349 -7.296
F -6.913 2.917 -6.416
H -8.983 1.687 -5.748
H -9.738 3.274 -5.495
H -8.157 4.312 -7.099
C 4.519 -1.586 3.045
C 5.264 -1.487 4.361
O 5.956 -0.258 4.222
C 5.253 0.520 3.355
O 5.438 1.685 3.202
O 4.329 -0.208 2.712
F 6.160 -2.496 4.523
H 5.148 -2.052 2.284
H 3.563 -2.096 3.111
H 4.623 -1.445 5.242
C 4.252 -5.949 6.166
C 4.303 -5.874 4.651
O 3.324 -4.887 4.367
C 3.208 -4.079 5.454
O 2.660 -3.026 5.453
O 3.832 -4.628 6.517
F 3.947 -7.037 4.063
H 3.492 -6.668 6.477
H 5.204 -6.173 6.636
H 5.260 -5.549 4.239
C 8.482 2.969 3.601
C 8.522 2.735 5.098
O 9.458 3.709 5.536
C 9.464 4.724 4.638
O 9.958 5.790 4.810
O 8.808 4.360 3.515
F 8.982 1.504 5.421
H 9.263 2.385 3.109
H 7.516 2.768 3.150
H 7.573 2.901 5.609
C 3.186 -0.025 -1.927
C 4.380 -0.859 -1.504
O 3.899 -2.178 -1.669
C 2.930 -2.158 -2.630
O 2.492 -3.121 -3.163
O 2.560 -0.884 -2.887
F 4.716 -0.664 -0.203
H 2.504 0.142 -1.091
H 3.458 0.922 -2.384
H 5.270 -0.717 -2.114
C 9.509 8.425 2.601
C 8.923 7.341 1.719
O 9.478 7.643 0.454
C 10.646 8.317 0.650
O 11.457 8.520 -0.190
O 10.746 8.707 1.942
F 7.571 7.404 1.641
H 8.873 9.312 2.574
H 9.689 8.108 3.623
H 9.212 6.331 2.012
C 9.833 -1.243 -1.151
C 8.908 -2.052 -2.044
O 7.699 -1.323 -1.952
C 8.000 -0.026 -1.662
O 7.238 0.875 -1.757
O 9.288 0.073 -1.266
F 8.710 -3.306 -1.579
H 9.743 -1.588 -0.119
H 10.872 -1.243 -1.463
H 9.211 -2.109 -3.091
*
```

Results
**Maximum force**: 0.4 eV/Å
**Kohn-Sham gap**: 0.3447 Eh
**Total energy**: -154430.03091 eV
**E_LUMO**: 0.096 eV

Atomic partial charges in e from the Mulliken method, atoms 1 to 99: -0.9644, -0.1565, -0.4325, -0.6803, -0.1799, -0.3719, -0.3049, -0.7216, -0.2766, -0.5189, 0.5129, -0.1422, 0.5908, -0.2599, 0.3289, -0.0793, 0.3891, 0.4790, 0.3172, 0.2975, 0.4635, 0.1703, 0.3267, 0.3216, 0.1966, 0.2956, 0.4377, 0.3539, 0.2561, -0.2184, -0.0813, -0.1951, -0.1306, -0.3147, 0.3935, -0.2337, 0.5629, -0.5065, -0.3216, -0.2897, 0.1531, 0.2849, 0.2547, -0.2334, 0.3003, -0.3244, 0.7330, -0.5157, -0.3214, -0.2626, 0.0863, 0.3097, 0.2668, -0.4532, 0.2930, -0.3435, 0.5571, -0.4714, -0.1624, -0.2835, 0.2793, 0.2843, 0.2741, -0.1757, 0.2953, -0.3210, 0.6276, -0.5060, -0.3387, -0.2702, 0.1410, 0.2696, 0.2626, -0.4584, 0.3469, -0.3037, 0.5798, -0.5589, -0.1496, -0.3262, 0.2351, 0.3741, 0.3121, -0.4724, 0.3669, -0.2824, 0.7214, -0.5219, -0.3154, -0.2900, 0.2897, 0.2793, 0.2419, -0.3302, 0.4240, -0.3668, 0.6347, -0.4966, -0.2788

=====

This record from the Open Molecules 2025 dataset describes a molecular structure, C37H49GeIKN11O2. The level of theory is wB97M-V/def2-TZVPD.

```
! RIJCOSX wB97M-V def2-TZVPD def2/J DEFGRID3
* xyz -2 1
K 0.062 1.033 0.008
C -2.037 -0.437 5.815
C -3.261 -0.355 5.159
C -3.353 0.205 3.892
C -2.214 0.698 3.232
C -0.980 0.591 3.898
C -0.900 0.039 5.166
N -2.248 1.124 1.927
C -3.028 2.051 1.449
C -3.769 2.986 2.279
C -4.533 3.968 1.745
C -4.663 4.128 0.332
C -4.007 3.265 -0.491
C -3.179 2.226 0.008
N -2.436 1.425 -0.809
N -2.777 1.415 -2.029
C -1.806 1.077 -2.975
C -2.243 0.560 -4.202
C -1.352 0.477 -5.250
C -0.039 0.907 -5.072
C 0.320 1.356 -3.812
N -0.526 1.423 -2.784
H -1.966 -0.883 6.799
H -4.156 -0.742 5.634
H -4.305 0.231 3.372
H -0.083 0.917 3.379
H 0.070 -0.038 5.645
H -3.667 2.891 3.352
H -5.042 4.662 2.406
H -5.257 4.936 -0.075
H -4.064 3.369 -1.566
H -3.274 0.243 -4.297
H -1.675 0.087 -6.208
H 0.685 0.878 -5.875
H 1.343 1.649 -3.598
C -0.064 -2.185 -3.083
C -0.108 -3.392 -4.063
N -0.005 -4.658 -3.321
C 1.236 -4.622 -2.524
C 1.201 -3.449 -1.506
N -0.024 -2.671 -1.708
C -1.180 -3.521 -1.452
C -1.144 -4.754 -2.402
H -0.941 -1.546 -3.204
H 0.829 -1.573 -3.232
H 0.720 -3.353 -4.777
H -1.041 -3.413 -4.636
H 2.071 -4.518 -3.222
H 1.340 -5.591 -2.025
H 2.039 -2.758 -1.625
H 1.204 -3.802 -0.472
H -2.087 -2.927 -1.610
H -1.157 -3.824 -0.403
H -2.058 -4.827 -3.001
H -1.041 -5.686 -1.839
C 4.052 0.379 -4.468
Ge 4.383 -0.053 -2.559
C 5.541 -1.680 -2.651
C 5.730 1.286 -1.928
C 2.807 -0.376 -1.606
H 4.990 0.491 -5.023
H 3.482 1.308 -4.569
H 3.470 -0.426 -4.927
H 6.467 -1.510 -3.218
H 4.987 -2.501 -3.115
H 5.812 -1.991 -1.636
H 6.635 1.282 -2.549
H 6.014 1.041 -0.900
H 5.302 2.293 -1.927
H 2.889 -0.271 -0.519
H 1.920 0.130 -1.996
N 2.164 -3.153 2.939
N 1.948 -2.460 1.694
H 2.799 -2.615 3.526
H 2.619 -4.028 2.719
H 2.834 -2.187 1.278
H 1.520 -1.586 1.973
I -5.914 -3.751 1.262
C -3.955 -3.181 1.753
C -3.306 -3.790 2.812
C -2.014 -3.385 3.093
C -1.439 -2.396 2.305
N -2.070 -1.819 1.286
C -3.312 -2.201 1.010
H -3.799 -4.550 3.405
H -1.451 -3.831 3.902
H -0.430 -2.059 2.499
H -3.805 -1.699 0.182
C 4.062 1.734 4.807
N 3.370 2.145 3.606
C 3.333 3.451 3.205
C 2.622 3.841 2.140
C 1.851 2.834 1.407
O 1.130 3.160 0.447
N 1.942 1.532 1.815
C 2.668 1.154 2.880
O 2.770 -0.004 3.312
H 4.618 2.585 5.200
H 4.746 0.915 4.592
H 3.359 1.381 5.564
H 3.919 4.141 3.799
H 2.593 4.870 1.814
*
```

Results
**Relative energy (zero: lowest compared OMol25 entry of this formula, charge and spin)**: 69.1 kJ/mol
**Maximum force**: 1.2 eV/Å
**Kohn-Sham gap**: 0.1356 Eh
**Total energy**: -140590.69181 eV
**E_LUMO**: 3.300 eV

Atomic partial charges in e from the Mulliken method, atoms 1 to 99: 0.8726, -0.5735, -0.7891, 0.3241, -1.0322, -0.3137, -0.2927, 0.6927, 0.0921, -0.7532, -0.5542, -0.8778, -0.4972, 0.3111, 1.1750, -1.2689, 0.1488, -0.4442, -0.1960, -0.7723, -0.4699, -0.0509, 0.3533, 0.3467, 0.4969, 0.3348, 0.4119, 0.4013, 0.3499, 0.3474, 0.4209, 0.4008, 0.3669, 0.4346, 0.4959, 0.7434, -1.0019, -0.2624, -0.8037, 0.3219, 0.2794, -0.2309, -0.8730, -0.3278, -0.1018, 0.3228, 0.3884, 0.2740, 0.3817, -0.3180, 0.3506, 0.2744, 0.1070, 0.3022, 0.3665, -1.3086, 0.0214, -1.3265, -1.2990, 0.5757, 0.4589, 0.3767, 0.2948, 0.4083, 0.3223, 0.3453, 0.3405, 0.3586, 0.3517, -0.1621, -0.8893, -0.5884, 0.0118, 0.2292, 0.2129, 0.3144, -0.2049, -0.0001, -0.6862, -0.3061, -0.8595, 0.3070, 0.7884, -0.4149, 0.3823, 0.4745, -0.2553, 0.5718, -0.9585, 0.2410, 0.0927, -1.0117, 0.6418, -0.8142, 0.2687, -0.1966, -0.6977, 0.3131, 0.2736

=====

This record from the Open Molecules 2025 dataset describes a molecular structure, C37H50AlBN4OPS2. The level of theory is wB97M-V/def2-TZVPD.

```
! RIJCOSX wB97M-V def2-TZVPD def2/J DEFGRID3
* xyz -1 1
Al -0.031 0.478 0.879
C -1.242 1.962 3.303
N 0.061 1.979 2.623
C 0.384 3.351 2.222
C 1.078 1.452 3.547
C 1.031 -0.054 3.556
C 1.524 -0.771 4.638
C 1.540 -2.160 4.593
C 1.049 -2.813 3.470
C 0.558 -2.077 2.396
C 0.538 -0.682 2.409
H -1.193 2.573 4.213
H -1.492 0.937 3.578
H -2.014 2.340 2.640
H 0.395 4.022 3.091
H -0.363 3.701 1.510
H 1.359 3.366 1.737
H 0.930 1.873 4.551
H 2.058 1.779 3.194
H 1.902 -0.251 5.514
H 1.925 -2.727 5.433
H 1.051 -3.897 3.432
H 0.171 -2.589 1.520
C 0.898 -2.023 -4.645
C 2.292 -1.503 -4.316
C 2.321 -0.776 -2.980
C 3.713 -0.240 -2.663
N 3.808 0.494 -1.409
C 3.709 -0.052 -0.185
S 3.587 0.918 1.197
N 3.698 -1.396 -0.130
C 3.611 -2.207 1.074
C 4.907 -2.958 1.359
C 6.081 -2.053 1.723
C 5.922 -1.401 3.094
H 0.898 -2.639 -5.547
H 0.209 -1.192 -4.797
H 0.502 -2.618 -3.820
H 2.626 -0.820 -5.106
H 3.007 -2.334 -4.301
H 1.969 -1.443 -2.188
H 1.617 0.056 -2.991
H 4.034 0.448 -3.447
H 4.447 -1.055 -2.654
H 3.623 1.486 -1.444
H 3.706 -1.893 -1.004
H 2.787 -2.911 0.942
H 3.336 -1.547 1.895
H 5.160 -3.567 0.483
H 4.719 -3.656 2.182
H 6.188 -1.276 0.960
H 7.003 -2.642 1.701
H 5.097 -0.689 3.095
H 6.826 -0.859 3.378
H 5.728 -2.156 3.861
B 1.638 3.428 -2.329
C 1.075 2.504 -1.174
N 0.715 1.825 -0.314
H 1.063 4.494 -2.278
H 2.829 3.563 -2.103
H 1.446 2.863 -3.385
S -0.699 -1.090 -0.653
O -1.754 1.081 0.681
P -2.552 0.291 -0.425
C -4.025 1.539 -0.276
C -5.282 1.242 -0.805
C -6.320 2.163 -0.797
C -6.127 3.428 -0.260
C -4.887 3.750 0.269
C -3.856 2.816 0.262
C -2.503 0.589 -2.238
C -2.625 -0.439 -3.170
C -2.619 -0.157 -4.526
C -2.408 1.143 -4.971
C -2.223 2.160 -4.048
C -2.305 1.890 -2.689
C -3.548 -1.105 0.196
C -3.491 -1.323 1.571
C -4.233 -2.337 2.153
C -5.044 -3.151 1.373
C -5.097 -2.945 0.003
C -4.354 -1.928 -0.583
H -5.467 0.267 -1.239
H -7.283 1.891 -1.214
H -6.932 4.153 -0.259
H -4.715 4.735 0.689
H -2.895 3.084 0.678
H -2.678 -1.465 -2.833
H -2.739 -0.962 -5.241
H -2.369 1.356 -6.033
H -2.019 3.170 -4.380
H -2.198 2.700 -1.978
H -2.843 -0.705 2.180
H -4.171 -2.498 3.223
H -5.629 -3.940 1.830
H -5.718 -3.580 -0.618
H -4.405 -1.789 -1.654
*
```

Results
**Relative energy (zero: lowest compared OMol25 entry of this formula, charge and spin)**: 49.3 kJ/mol
**Maximum force**: 0.7 eV/Å
**Kohn-Sham gap**: 0.2636 Eh
**Total energy**: -85428.78578 eV
**E_LUMO**: 2.624 eV

Partial charges, Mulliken, in e: -1.7404, -1.1758, 1.1827, -1.2300, -1.5352, 0.4654, -0.9232, -0.6740, -0.7288, -0.7606, 1.3743, 0.3902, 0.3452, 0.2058, 0.4194, 0.1303, 0.3610, 0.4143, 0.3105, 0.4154, 0.3713, 0.4451, 0.4802, -0.9663, -0.8205, 1.1921, -1.7274, 0.0002, 0.4185, -0.4857, 0.2055, -0.1354, -0.9934, -0.3300, -0.9757, 0.4301, 0.1218, 0.2744, 0.3075, 0.3623, 0.0176, 0.0163, 0.4651, 0.2809, 0.2050, 0.3036, 0.2347, -0.3219, 0.3765, 0.3965, 0.2035, 0.3844, 0.1190, 0.3570, 0.3059, 0.8288, 0.0242, 0.3970, -0.2174, -0.2081, -0.1747, -0.6644, 0.9550, 0.4638, 0.9154, -0.4337, -0.8433, -0.5134, -0.8704, -0.2591, 0.8865, -0.2700, -1.0334, -0.5040, -0.8106, -0.5412, 1.2474, -0.6867, -0.7480, -0.5830, -0.8883, -0.5579, 0.2644, 0.4069, 0.3647, 0.4072, 0.1629, 0.5457, 0.3892, 0.3628, 0.4387, 0.3951, 0.1228, 0.4095, 0.3637, 0.4053, 0.2853

=====

Q: The lowest total energy belongs to which entry?
A: C37H49BrN2O4SZn